# 1
Entry from the OMol25 dataset: C29H25Cl3F6N8O8S2Tl as an isolated structure (ωB97M-V/def2-TZVPD).

The geometry in ORCA input format:
```
! RIJCOSX wB97M-V def2-TZVPD def2/J DEFGRID3
* xyz -1 1
Tl -0.232 0.170 0.063
O 3.769 2.577 -0.250
C 2.908 1.740 -0.030
N 1.625 1.838 -0.486
C 1.353 2.241 -1.723
C 2.270 2.184 -2.821
C 1.848 2.509 -4.065
C 0.485 2.848 -4.314
C -0.432 2.855 -3.316
C -0.022 2.574 -1.974
N -0.827 2.421 -0.926
C -2.072 2.992 -0.858
O -2.412 3.979 -1.491
C -2.985 2.460 0.226
C -4.243 3.025 0.384
C -5.052 2.539 1.397
C -4.573 1.523 2.209
C -3.300 1.028 1.971
N -2.527 1.484 0.996
C 3.230 0.599 0.910
C 4.452 0.613 1.577
C 4.765 -0.464 2.386
C 3.854 -1.506 2.500
C 2.657 -1.418 1.809
N 2.356 -0.384 1.030
H 3.286 1.877 -2.631
H 2.544 2.484 -4.893
H 0.183 3.078 -5.327
H -1.470 3.079 -3.502
H -4.552 3.814 -0.284
H -6.045 2.940 1.546
H -5.176 1.101 3.001
H -2.892 0.211 2.554
H 5.120 1.448 1.431
H 5.710 -0.500 2.912
H 4.065 -2.377 3.106
H 1.910 -2.201 1.857
F 0.177 -2.733 -4.666
C 0.418 -1.663 -3.904
F 0.611 -0.611 -4.707
F -0.657 -1.424 -3.155
S 1.915 -1.918 -2.854
O 1.877 -0.796 -1.957
O 2.992 -2.043 -3.787
N 1.687 -3.299 -2.155
S 0.619 -3.615 -1.055
O 0.607 -2.729 0.086
O -0.643 -4.050 -1.573
C 1.398 -5.145 -0.386
F 1.544 -6.088 -1.316
F 0.591 -5.634 0.578
F 2.588 -4.913 0.168
Cl -4.545 -2.072 1.790
C -4.188 -2.273 0.037
Cl -3.610 -3.921 -0.227
Cl -5.684 -2.016 -0.865
C -3.069 -1.246 -0.365
O -3.317 -0.421 -1.217
O -2.020 -1.416 0.316
C 0.333 -3.450 4.426
C -0.704 -3.429 3.318
N -0.812 -2.100 2.756
C -0.236 -0.978 3.223
N -0.203 0.079 2.461
C 0.249 1.337 3.030
C 1.346 1.131 4.059
C 0.857 0.154 5.110
N 0.314 -1.034 4.480
C 0.129 -2.219 5.291
H 1.341 -3.419 4.007
H 0.239 -4.364 5.013
H -1.676 -3.739 3.721
H -0.448 -4.123 2.514
H -1.315 -2.015 1.870
H -0.599 1.876 3.476
H 0.610 1.972 2.217
H 1.637 2.072 4.531
H 2.228 0.721 3.563
H 0.095 0.629 5.746
H 1.676 -0.156 5.767
H -0.871 -2.239 5.749
H 0.857 -2.176 6.104
*
```

The HOMO energy is -4.7 eV. The calculation puts the orbital gap at 0.1985 Eh.

---

# 2
Entry from the OMol25 dataset: C34H29Cl3NP2PtSe as an isolated structure at a distorted geometry (ωB97M-V/def2-TZVPD).

The geometry in ORCA input format:
```
! RIJCOSX wB97M-V def2-TZVPD def2/J DEFGRID3
* xyz 1 3
Pt -0.862 -0.101 -0.392
C 1.049 -0.362 2.353
C 2.038 -0.549 1.201
P 1.415 0.252 -0.340
C 2.191 1.863 -0.446
C 3.092 2.207 -1.475
C 3.546 3.502 -1.470
C 3.156 4.438 -0.464
C 2.373 4.053 0.594
C 1.828 2.765 0.532
C 2.179 -0.693 -1.628
C 1.506 -0.538 -2.870
C 1.844 -1.322 -3.948
C 2.754 -2.348 -3.820
C 3.419 -2.516 -2.638
C 3.164 -1.709 -1.534
P -0.525 -1.037 1.693
C -0.158 -2.876 1.613
C -0.311 -3.722 2.696
C 0.200 -5.022 2.619
C 0.853 -5.460 1.481
C 1.038 -4.589 0.393
C 0.499 -3.336 0.464
C -1.798 -0.667 2.967
C -1.589 0.125 4.057
C -2.619 0.585 4.865
C -3.939 0.268 4.521
C -4.138 -0.570 3.426
C -3.100 -1.011 2.641
H 0.878 0.692 2.663
H 1.370 -0.988 3.170
H 2.166 -1.596 1.033
H 3.120 -0.233 1.468
H 3.416 1.472 -2.207
H 4.222 3.746 -2.228
H 3.583 5.464 -0.527
H 2.051 4.662 1.404
H 1.126 2.464 1.315
H 0.685 0.165 -2.907
H 1.360 -1.144 -4.920
H 2.918 -2.969 -4.712
H 4.226 -3.306 -2.609
H 3.737 -1.808 -0.639
H -0.716 -3.398 3.600
H 0.001 -5.729 3.439
H 1.305 -6.473 1.495
H 1.553 -4.929 -0.486
H 0.541 -2.677 -0.383
H -0.550 0.384 4.369
H -2.338 1.194 5.704
H -4.711 0.528 5.215
H -5.132 -0.756 3.134
H -3.288 -1.589 1.731
Se -1.575 2.474 0.652
C -1.157 3.159 -1.034
C -1.685 2.515 -2.162
C -1.435 3.017 -3.458
C -0.546 4.011 -3.642
C 0.114 4.585 -2.556
C -0.222 4.219 -1.263
H -2.470 1.754 -2.012
H -1.956 2.475 -4.285
H -0.184 4.350 -4.597
H 0.850 5.372 -2.744
H 0.173 4.779 -0.407
Cl -6.056 -2.825 -0.618
C -5.430 -1.355 -1.396
Cl -5.679 -1.544 -3.142
Cl -6.394 0.012 -0.764
C -4.026 -1.053 -0.979
N -2.950 -0.753 -0.806
*
```

The HOMO energy (alpha / beta) is -9.5 / -10.3 eV. The calculation puts the orbital gap (alpha / beta) at 0.2555 / 0.2223 Eh. As for the expectation value of S²: 2.02.

---

# 3
Entry from the OMol25 dataset: an isolated ion of composition C2H9N3 and charge +2 at a distorted geometry (ωB97M-V/def2-TZVPD).

The geometry in ORCA input format:
```
! RIJCOSX wB97M-V def2-TZVPD def2/J DEFGRID3
* xyz 2 1
N -1.608 1.150 -0.021
C -0.834 0.093 -0.141
N -1.250 -1.108 0.190
C 0.801 0.361 -0.516
N 1.764 -0.389 0.362
H -1.410 2.149 -0.294
H -2.530 0.867 0.422
H -0.761 -1.876 -0.040
H -2.212 -1.341 0.298
H 0.783 1.509 -0.398
H 1.112 0.142 -1.614
H 2.335 -1.076 -0.039
H 1.310 -0.800 1.173
H 2.499 0.317 0.617
*
```

The SMILES is NC(=[NH2+])C[NH3+]. The HOMO energy is -20.6 eV. The calculation puts the orbital gap at 0.4439 Eh.

---

# 4
Entry from the OMol25 dataset: one molecule with the formula C4H7N3 at a distorted geometry (ωB97M-V/def2-TZVPD).

The geometry in ORCA input format:
```
! RIJCOSX wB97M-V def2-TZVPD def2/J DEFGRID3
* xyz 0 1
H 2.278 2.051 -0.561
N 1.601 1.247 -0.689
C 1.917 0.352 0.203
N 1.486 -0.917 0.451
N 0.554 -1.272 -0.593
C -0.530 -0.860 -0.484
C -1.306 0.021 0.558
C -2.529 0.429 -0.091
H 2.673 0.279 1.077
H 2.351 -1.698 0.242
H -1.308 -1.326 -0.986
H -0.845 0.662 1.352
H -3.240 0.841 0.745
H -3.101 0.192 -1.227
*
```

The SMILES is [H]/N=C/N/N=C\C=C. The HOMO energy is -9.2 eV. The calculation puts the orbital gap at 0.3576 Eh.

---

# 5
Entry from the OMol25 dataset: C9H7BeNO4 as an isolated structure at a distorted geometry (ωB97M-V/def2-TZVPD).

The geometry in ORCA input format:
```
! RIJCOSX wB97M-V def2-TZVPD def2/J DEFGRID3
* xyz 2 1
Be 0.020 0.024 -1.047
O -0.002 2.578 -2.222
C 0.011 1.497 -1.768
C 0.054 -1.439 -1.807
O 0.074 -2.508 -2.291
C 1.493 0.079 -1.763
O 2.566 0.110 -2.233
C -1.427 -0.032 -1.815
O -2.488 -0.053 -2.313
H 0.066 0.437 -3.594
H 0.065 -0.324 -3.602
C -0.062 -0.052 3.423
C 0.792 0.810 2.732
C 0.808 0.808 1.339
N -0.011 -0.009 0.617
C -0.853 -0.848 1.282
C -0.888 -0.893 2.674
H -0.081 -0.070 4.515
H 1.471 1.483 3.252
H 1.470 1.481 0.787
H -1.495 -1.501 0.687
H -1.585 -1.580 3.148
*
```

The HOMO energy is -17.9 eV. The calculation puts the orbital gap at 0.2379 Eh.

---

# 6
Entry from the OMol25 dataset: C42H45N7O7SSbSnTe as an isolated structure at a distorted geometry (ωB97M-V/def2-TZVPD).

The geometry in ORCA input format:
```
! RIJCOSX wB97M-V def2-TZVPD def2/J DEFGRID3
* xyz 1 1
Sn -0.090 1.251 -0.413
O -1.331 0.014 -4.655
C -1.509 0.682 -3.529
O -0.768 1.561 -3.154
C -2.715 0.265 -2.761
C -3.854 -0.249 -3.373
C -4.959 -0.500 -2.569
C -4.884 -0.260 -1.208
C -3.682 0.230 -0.680
N -2.637 0.499 -1.463
C -3.439 0.542 0.740
O -4.419 0.363 1.630
O -2.366 0.970 1.130
H -0.510 0.300 -5.091
H -3.880 -0.429 -4.436
H -5.871 -0.876 -3.005
H -5.759 -0.437 -0.600
H -5.246 0.045 1.247
O 3.890 1.286 1.206
C 2.671 1.278 1.208
O 1.937 0.456 0.566
C 1.918 2.357 1.966
C 2.551 3.108 2.947
C 1.830 4.096 3.594
C 0.497 4.273 3.255
C -0.048 3.483 2.257
N 0.654 2.562 1.612
H 3.585 2.903 3.171
H 2.293 4.705 4.354
H -0.104 5.016 3.753
H -1.082 3.570 1.953
C 2.484 7.039 -1.378
C 1.915 6.205 -2.527
C 2.117 4.764 -2.246
N 1.225 3.988 -1.754
N 1.641 2.749 -1.479
C 2.903 2.540 -1.750
N 3.515 1.362 -1.621
S 3.672 3.961 -2.421
H 2.307 8.094 -1.562
H 3.555 6.873 -1.294
H 2.010 6.764 -0.439
H 2.417 6.476 -3.456
H 0.843 6.379 -2.633
H 2.993 0.717 -1.025
H 4.506 1.385 -1.426
C -1.235 5.680 -0.128
Te -1.505 3.932 -1.384
C -3.626 3.853 -0.930
H -1.359 6.588 -0.706
H -0.233 5.668 0.283
H -1.961 5.678 0.678
H -3.800 3.927 0.137
H -4.005 2.902 -1.283
H -4.169 4.646 -1.431
C -2.146 -4.166 5.814
C -1.422 -4.639 4.732
C -1.021 -3.767 3.735
C -1.341 -2.419 3.816
C -2.066 -1.952 4.899
C -2.469 -2.823 5.899
Sb -0.727 -1.106 2.201
C 1.267 -1.927 2.241
C 1.912 -1.794 3.461
C 3.247 -2.127 3.588
C 3.945 -2.592 2.488
C 3.306 -2.711 1.267
C 1.970 -2.372 1.137
C -1.906 -2.279 0.802
C -1.549 -2.469 -0.524
C -2.384 -3.155 -1.392
C -3.612 -3.622 -0.953
C -3.999 -3.395 0.357
C -3.147 -2.738 1.229
H -2.463 -4.842 6.593
H -1.173 -5.690 4.672
H -0.451 -4.141 2.892
H -2.317 -0.901 4.958
H -3.033 -2.450 6.741
H 1.371 -1.416 4.322
H 3.749 -2.002 4.535
H 4.990 -2.842 2.580
H 3.867 -3.050 0.408
H 1.484 -2.421 0.172
H -0.608 -2.070 -0.883
H -2.083 -3.327 -2.418
H -4.262 -4.164 -1.624
H -4.965 -3.738 0.700
H -3.449 -2.593 2.259
N 0.883 -0.777 -2.126
C 1.507 -1.678 -2.492
N 2.165 -2.732 -2.863
C 3.597 -2.682 -3.129
C 4.205 -4.048 -2.789
O 3.552 -5.086 -3.476
C 2.191 -5.141 -3.129
C 1.479 -3.841 -3.514
H 4.059 -1.897 -2.527
H 3.767 -2.470 -4.194
H 4.154 -4.215 -1.702
H 5.246 -4.084 -3.108
H 2.077 -5.322 -2.049
H 1.766 -5.978 -3.683
H 0.435 -3.869 -3.198
H 1.522 -3.714 -4.604
*
```

The HOMO energy is -9.6 eV. The calculation puts the orbital gap at 0.2427 Eh.

---

| no. | energy (Ha) | molecular weight (g/mol) |
| --- | --- | --- |
| 1 | -5108.8546 | 1102.43 |
| 2 | -5951.5449 | 893.96 |
| 3 | -245.1869 | 75.11 |
| 4 | -320.6602 | 97.12 |
| 5 | -716.7669 | 202.17 |
| 6 | -3658.0276 | 1160.00 |